# C28H72N5O13

A 9-piece molecular cluster, C28H72N5O13 overall (wB97M-V/def2-TZVPD, the OMol25 dataset).

Charge: +1
Gap between HOMO and LUMO (eV): 1.8280
ΔE to the lowest compared entry with this formula, charge and spin (eV): 16.633
E_HOMO (eV): -5.7
Energy (hartree): -2361.11374
F_max (eV/A): 5.0

The geometry in XYZ format:
```
118
Properties=species:S:1:pos:R:3:forces:R:3
C -1.1549 4.8437 4.3751 -0.1069 -0.6944 0.4630
C 0.3329 5.2290 4.4565 -0.0312 1.1450 1.2380
C 0.8319 5.6608 5.9778 -0.0728 -0.2481 -2.6589
O 2.1458 6.1817 5.9097 -0.9800 -0.3698 -0.4167
C 3.0034 5.6324 6.8882 0.6965 0.4942 -0.2063
N 1.1747 4.1003 3.9330 -0.6235 -0.8680 1.2667
H 1.0277 3.3254 4.5639 0.0841 -0.5662 0.4080
H 0.8543 3.7265 3.0511 0.0472 0.2591 -0.9808
H 2.1710 4.2654 3.9425 0.4427 0.5233 -0.3229
H -1.4077 3.9523 4.9492 0.5368 -0.3233 0.3856
H -1.5229 4.5649 3.3877 0.3302 0.5573 -0.3193
H -1.8406 5.5614 4.8253 0.4165 0.5087 -0.3353
H 0.5770 6.0236 3.7514 -0.2415 0.3802 0.3528
H 0.7981 4.7959 6.6404 -0.2433 -0.1339 0.0441
H 0.1423 6.4402 6.3019 -0.1204 -0.1122 0.0759
H 3.8727 6.2898 6.9046 -0.0562 -0.0352 0.2363
H 3.3673 4.6572 6.5647 -0.1325 -0.3459 0.2844
H 2.5257 5.6176 7.8678 0.1263 -0.1601 0.0533
C -4.5660 -0.8581 3.2253 -0.9033 -0.2566 -0.9305
C -5.5141 -1.2200 1.9344 1.6304 0.1333 1.3503
C -6.9286 -1.6949 2.1866 -0.6638 -0.4276 0.4291
O -7.6089 -2.1156 1.0163 0.9718 0.0224 -1.0398
C -8.9051 -2.6171 1.3386 0.0502 -0.1223 -0.3331
N -5.5044 -0.0458 1.0128 -0.9937 0.7915 0.3475
H -6.1424 -0.1890 0.2431 0.1964 -0.6242 -0.9131
H -5.9372 0.7730 1.4158 0.0034 0.5108 0.8772
H -4.5833 0.2552 0.7280 0.7049 -0.1664 -0.5084
H -4.4300 -1.6765 3.9322 -0.2779 -0.3980 -0.4808
H -4.8914 -0.0404 3.8685 -0.6143 0.1941 -0.4174
H -3.5663 -0.5775 2.8937 -0.0325 -0.1342 -0.4016
H -4.9902 -1.9770 1.3509 -0.0102 -0.1867 0.1880
H -7.5939 -0.9803 2.6711 0.3476 0.4957 0.4015
H -6.8327 -2.5454 2.8616 0.0400 -0.0938 0.2508
H -9.5632 -1.7552 1.4493 -0.1755 -0.2053 1.0664
H -8.7557 -3.3604 2.1217 -0.6606 0.5048 0.6545
H -9.4017 -3.1921 0.5571 0.7943 0.0963 -0.6717
C 6.3390 2.0740 -2.9337 -0.5075 1.4167 0.5265
C 6.2145 3.5748 -2.5028 0.6620 -0.0537 0.5558
C 7.5626 4.2784 -2.0760 -1.9028 -0.8145 -0.5312
O 8.3880 4.2251 -3.1660 2.6178 0.3323 -0.5181
C 9.7399 4.6417 -2.8064 0.2540 0.6970 -1.4839
N 5.4778 4.4597 -3.5619 0.9804 0.2314 0.8880
H 4.9366 5.1261 -3.0297 -0.6110 0.3291 0.0462
H 6.1123 5.0193 -4.1135 0.7025 0.0487 -0.2849
H 4.8635 4.0290 -4.2381 -0.4658 -0.8500 -0.1268
H 7.3726 1.7905 -3.1322 -0.2343 0.1391 -0.3309
H 5.6619 1.9494 -3.7788 0.3534 -0.4985 -0.1502
H 5.9584 1.4654 -2.1134 0.0459 -0.0446 -0.0853
H 5.5763 3.7024 -1.6284 -0.2115 -0.3891 -0.1155
H 8.0075 3.7534 -1.2307 -0.3168 -0.1745 0.2747
H 7.3444 5.3077 -1.7914 -0.0036 0.3106 0.2554
H 10.3946 3.9336 -2.2985 -0.8775 -0.3349 0.7643
H 9.7476 5.6457 -2.3820 -0.3108 -0.1948 0.7379
H 10.3510 4.8229 -3.6905 -0.6474 -0.2499 -0.6846
C -8.1923 -4.8193 -4.7189 -1.3125 1.1598 -0.9614
C -7.8618 -3.4066 -4.2571 0.5652 -0.5006 -0.0981
C -6.5764 -3.4674 -3.4528 1.7141 -0.2036 0.0919
O -5.4320 -3.6936 -4.2936 -2.2252 0.4800 0.2778
C -4.1814 -3.6539 -3.5916 -0.6011 0.6732 -0.6991
N -7.7515 -2.4707 -5.4929 0.9668 -0.9868 0.6159
H -7.2781 -2.9136 -6.2674 0.3698 -0.8508 -0.2857
H -8.6316 -2.1724 -5.8886 -0.4560 0.4869 0.3382
H -7.0996 -1.7291 -5.2807 -0.1764 0.9189 0.2130
H -8.2812 -5.4790 -3.8558 0.2495 -0.1090 -0.3912
H -7.5430 -5.1314 -5.5369 0.5310 -0.3718 0.6061
H -9.1573 -4.7371 -5.2191 -0.4012 -0.4434 0.1810
H -8.6362 -2.9509 -3.6400 -0.0903 -0.1796 -0.0689
H -6.6354 -4.2814 -2.7304 -0.5370 -0.5095 -0.1452
H -6.4103 -2.6484 -2.7530 0.0114 0.8880 -0.4632
H -3.6153 -3.0252 -4.2789 0.9159 -0.5681 0.4344
H -3.8486 -4.6799 -3.4347 0.3870 0.2979 0.0083
H -4.3104 -3.0990 -2.6623 0.2220 -0.1652 0.1902
C 1.2439 -6.0071 1.9644 0.6506 -1.1887 0.0308
C 1.0573 -5.2537 3.2974 0.0270 -0.3385 -0.2151
C 1.7725 -5.8645 4.5465 1.6853 0.0076 -1.7889
O 3.1850 -5.9681 4.2907 -0.7129 0.0268 1.8504
C 3.8986 -6.4030 5.5082 0.6889 0.2885 -1.1785
N 1.3742 -3.7609 3.0681 -0.0760 -1.2738 0.7087
H 2.3699 -3.6235 2.9699 0.9331 0.1102 -0.1547
H 0.9443 -3.4111 2.2238 -0.2645 0.1842 -0.5952
H 1.0443 -3.2191 3.8541 0.0375 0.3463 0.2009
H 0.7334 -6.9690 2.0103 -0.3551 0.0852 0.2696
H 2.2605 -6.3355 1.7482 0.4034 0.4376 0.5798
H 0.9582 -5.5823 1.0021 -0.5217 0.7977 0.4643
H 0.0169 -5.3023 3.6188 -0.2457 0.3668 -0.4081
H 1.3949 -6.8808 4.6598 -0.4914 0.0096 0.1528
H 1.6023 -5.2835 5.4529 -0.2650 0.1486 0.0652
H 3.5162 -6.0217 6.4551 -0.4336 0.3126 -0.2363
H 4.9150 -6.0314 5.3779 -0.1011 0.0892 0.0090
H 3.9943 -7.4852 5.5963 -0.4584 -0.1291 -0.3087
C 5.0852 -4.0050 -0.6376 0.2627 0.6871 -0.9039
C 5.5701 -3.1865 0.5761 -0.0518 -2.8184 1.5379
O 4.9090 -2.2085 0.9128 -1.5117 2.1786 -0.2892
O 6.4325 -3.7253 1.2968 1.0762 -0.3239 -0.1823
H 4.0348 -4.2808 -0.5447 -0.1348 0.2041 0.1275
H 5.6389 -4.9045 -0.9065 0.2790 0.1040 0.4341
H 5.1741 -3.3137 -1.4757 -0.3175 -0.1008 -0.3724
C 1.3886 0.3639 -1.4338 -0.2092 -1.3502 -0.5374
C 0.1883 -0.1011 -0.5895 -0.7220 1.8425 2.6389
O -0.2940 0.8160 0.2061 0.4959 -0.9667 -0.9858
O -0.2571 -1.2678 -0.6069 0.3085 -0.2324 -0.5753
H 2.2662 0.7183 -0.8931 -0.5038 0.3847 0.4433
H 1.0346 1.0936 -2.1620 0.1991 0.1071 0.0966
H 1.7753 -0.5128 -1.9534 -0.1366 0.0198 -0.3636
C 1.8529 0.6090 -6.5215 0.1739 -0.2535 -0.0645
C 2.6343 1.2633 -7.6395 1.3229 1.9058 -1.9915
O 2.9460 2.4898 -7.5241 -0.5854 -0.0881 1.2970
O 3.0335 0.6099 -8.6267 -0.6739 -1.3290 0.3607
H 1.1457 -0.1481 -6.8605 -0.0386 0.0768 -0.1781
H 1.3671 1.3628 -5.9019 0.1481 -0.1839 0.1486
H 2.6549 0.0708 -6.0163 -0.2268 -0.0652 0.6581
C -1.2192 6.0810 -1.6062 -0.4574 -0.7403 0.2455
C 0.0569 6.8680 -1.6563 0.6536 2.8629 -0.3532
O -0.0184 8.1113 -1.5857 -2.4224 1.4500 0.9580
O 1.1559 6.4245 -1.9123 2.8237 -4.1215 -0.4010
H -1.1787 5.0052 -1.4353 0.6488 -0.1437 0.0161
H -1.6175 6.1900 -2.6149 -0.6041 0.2590 0.2126
H -1.8310 6.4885 -0.8014 -0.4359 0.2937 -0.4405
```
Positions in Å, forces in eV/Å.